*i*
Here is a 2-piece molecular cluster, C3H7NO overall from OMol25. Energies are from ωB97M-V with the def2-TZVPD basis set.

LUMO energy = 1.19 eV

Cartesian coordinates (Å):
C -1.25 0.12 -0.03
N -0.13 -0.15 0.85
C 1.39 -1.85 -1.05
O 0.61 -2.64 -1.30
C 0.89 0.88 0.82
H -0.90 0.11 -1.08
H -1.73 1.10 0.14
H -2.00 -0.67 0.08
H -0.48 -0.28 1.80
H 0.49 1.86 0.50
H 1.69 0.60 0.13
H 1.34 1.02 1.81

---

*ii*
Here is a 2-piece molecular cluster, C3H7NO overall from OMol25. Energies are from ωB97M-V with the def2-TZVPD basis set.

LUMO energy = 0.93 eV
Structure (SMILES) = NC=O.C=C

Cartesian coordinates (Å):
C 1.06 3.03 0.64
C 1.71 3.80 -0.27
H 1.14 1.98 0.72
H 0.16 3.51 1.07
H 2.35 3.58 -1.05
H 1.39 4.80 -0.40
C -0.90 -2.70 0.08
N -1.56 -2.00 -0.97
O -0.05 -2.18 0.75
H -1.29 -3.72 0.31
H -1.33 -1.10 -1.12
H -2.33 -2.43 -1.48

---

Stability check: which of them is most stable? *i*.